This record from the Open Molecules 2025 dataset describes a 2-piece molecular cluster, H4NP overall. The level of theory is ωB97M-V/def2-TZVPD.

Structure (XYZ):
```
6
Properties=species:S:1:pos:R:3:lowdin_charge:R:1
N 0.70862 -0.44974 -0.11755 -0.40
P -0.96487 -0.14693 -0.04596 0.60
H 1.06218 -1.43813 -0.26609 0.05
H 1.36000 -0.10952 0.54438 -0.01
H -1.43177 1.43771 -1.13037 -0.06
H -0.73416 0.70661 1.01560 -0.18
```

The maximum force is 3.1 eV/Å. For the LUMO energy, the calculation gives 0.74 eV. As for the charge: 0. The relative energy (zero: lowest compared OMol25 entry of this formula, charge and spin) is 144.9 kJ/mol. The HOMO-LUMO gap comes out at 0.349 Ha.

---

This record from the Open Molecules 2025 dataset describes a 4-piece molecular cluster, H8O4 overall. The level of theory is ωB97M-V/def2-TZVPD.

Structure (XYZ):
```
12
Properties=species:S:1:pos:R:3:mulliken_spin:R:1
O -3.96615 37.99217 4.66100 0.36
H -4.45005 38.51531 5.30005 -0.05
H -3.21055 37.65991 5.14567 -0.12
O -1.27905 39.33984 5.77484 0.62
H -1.63548 38.56975 6.21774 -0.22
H -0.61832 38.98892 5.17774 -0.09
O -1.29728 41.86769 6.80101 0.14
H -0.35231 41.87524 6.95332 -0.03
H -1.45909 41.04608 6.33733 -0.04
O -2.10697 36.79942 6.97413 1.02
H -1.41896 36.19887 7.26087 -0.32
H -2.92321 36.33388 7.15647 -0.27
```

The maximum force is 1.8 eV/Å. The multiplicity is 2. For the LUMO energy (alpha / beta), the calculation gives 3.90 / 3.85 eV. As for the charge: -1. The relative energy (zero: lowest compared OMol25 entry of this formula, charge and spin) is 10.6 kJ/mol. The expectation value of S² is 0.75. The HOMO-LUMO gap (alpha / beta) comes out at 0.123 / 0.416 Ha.

---

This record from the Open Molecules 2025 dataset describes C8H18ClI2LuNO2P as an isolated structure. The level of theory is ωB97M-V/def2-TZVPD.

Structure (XYZ):
```
34
Properties=species:S:1:pos:R:3:lowdin_charge:R:1
I -3.18426 -1.09124 -0.70183 0.25
I -3.44018 1.51581 -1.02144 0.29
Lu 1.45901 0.86266 -0.26554 1.41
P 0.40084 0.26715 -2.99169 0.72
C -1.14487 0.14389 -4.00624 -0.30
C 1.12699 1.58728 -4.08830 -0.28
H 2.16882 -1.32020 -3.40162 0.03
H 1.39170 -1.02117 -4.93788 0.08
H 0.60868 -2.05297 -3.73209 0.05
C 1.19644 -1.14026 -3.85834 -0.29
H 2.11782 1.80910 -3.69142 0.03
H 1.24253 1.26005 -5.13345 0.07
H -0.89047 0.12028 -5.08104 0.08
H -1.81762 0.97357 -3.78207 0.00
H 0.50890 2.48905 -4.05378 0.05
H -1.68017 -0.76930 -3.74061 0.02
C -5.71789 0.32169 -0.34856 -0.43
O -6.47247 -0.23433 0.30972 0.04
Cl 3.75929 0.56883 -0.77200 -0.09
C 0.36019 -0.61473 5.08449 0.02
N 0.26486 0.05448 3.74772 -0.09
C -0.84233 1.01825 3.60302 0.01
C 1.03909 -0.28244 2.74976 -0.41
C 2.08164 -1.32975 2.86836 0.04
O 0.88865 0.26067 1.56716 -0.30
H -0.49757 -0.18352 5.61797 0.09
H 1.33668 -0.36279 5.59803 0.13
H 0.14485 -1.70778 4.99150 0.12
H -0.38744 1.99948 3.36442 0.12
H -1.61238 0.62903 2.90022 0.12
H -1.38923 1.10186 4.55146 0.10
H 1.60835 -2.18155 2.35447 0.13
H 3.04979 -1.03019 2.41298 0.11
H 2.32172 -1.66096 3.88662 0.10
```

The maximum force is 5.1 eV/Å. For the LUMO energy, the calculation gives -8.07 eV. As for the charge: +2. The HOMO-LUMO gap comes out at 0.233 Ha.

---

This record from the Open Molecules 2025 dataset describes a 2-piece molecular cluster, C7H8I2Si overall. The level of theory is ωB97M-V/def2-TZVPD.

Structure (XYZ):
```
18
Properties=species:S:1:pos:R:3:lowdin_charge:R:1
C -2.60373 -0.10755 -1.71739 -0.09
C -1.64913 0.93473 -1.93395 -0.05
C -2.30901 -1.08253 -0.81928 -0.14
C -0.38421 0.91616 -1.23427 -0.15
C -1.15031 -1.12204 -0.16254 -0.15
C -0.21995 -0.13716 -0.38112 -0.15
C 2.24549 0.31715 2.74273 -0.33
Si 2.16203 0.03321 0.83714 -0.21
I 3.19916 1.85698 -0.45474 0.42
I 2.99514 -2.21626 0.31629 0.36
H -3.54915 -0.23651 -2.21830 0.10
H -1.91633 1.62582 -2.73579 0.09
H -2.95532 -1.92653 -0.53822 0.12
H 0.38875 1.59333 -1.58942 0.04
H -0.99015 -1.86814 0.52780 0.08
H 1.48248 -0.22827 3.40034 0.06
H 3.24255 0.27789 3.16325 0.02
H 2.01169 1.36972 2.79748 -0.01
```

The maximum force is 4.1 eV/Å. For the LUMO energy (alpha / beta), the calculation gives -0.29 / -0.29 eV. As for the charge: 0. The relative energy (zero: lowest compared OMol25 entry of this formula, charge and spin) is 149.7 kJ/mol. The HOMO-LUMO gap (alpha / beta) comes out at 0.305 / 0.305 Ha.

---

Q: Number 1 is which compound?
A: H4NP